Record 1
ORCA calculation (the ωB97M-V functional and the def2-TZVPD basis) on a structure of composition C19H64AsF6O13 in a non-equilibrium geometry.

Computed properties:
- Charge: -1
- Energy relative to the best compared isomer or geometry (same formula, charge and spin): 0.0 kJ/mol
- Multiplicity: 1

Each line ends with the Löwdin charge.
Positions of all 103 atoms, in Å:
As1 0.29037 0.57079 -0.33240  0.795
F1 -0.29574 -0.88166 0.43077  -0.241
F2 -1.32379 0.82541 -0.97304  -0.250
F3 0.95843 2.02857 -1.00262  -0.240
F4 1.89568 0.18424 0.21954  -0.239
F5 0.64790 -0.24225 -1.84438  -0.245
F6 -0.18316 1.47601 1.08932  -0.250
C1 0.88951 -5.96831 -0.20044  -0.068
C2 1.16506 -5.20923 1.09140  -0.483
C3 1.63503 -3.78939 0.79467  -0.052
O1 0.00631 -5.19672 1.91939  -0.067
H1 0.03501 -5.63034 -0.78728  0.070
H2 0.69436 -7.02816 0.00363  0.072
H3 1.78326 -5.99972 -0.83366  0.071
H4 1.91892 -5.76153 1.65148  0.131
H5 0.94099 -3.20032 0.19425  0.063
H6 2.55642 -3.82528 0.20650  0.076
H7 1.77806 -3.24238 1.72648  0.069
H8 -0.66706 -4.63309 1.50106  0.048
C4 4.08880 2.91936 0.79081  -0.065
C5 4.03793 3.22959 2.27440  -0.479
C6 2.78941 2.61432 2.88988  -0.067
O2 5.17288 2.72962 2.99263  -0.056
H9 3.17833 3.25961 0.29619  0.072
H10 4.09389 1.83250 0.66549  0.082
H11 4.95288 3.35911 0.29280  0.078
H12 3.98969 4.30465 2.45857  0.134
H13 2.71821 1.55055 2.62721  0.070
H14 1.87270 3.07711 2.52284  0.064
H15 2.77619 2.56285 3.97968  0.079
H16 5.43752 1.89780 2.58653  0.082
C7 0.90609 -0.78362 3.70694  -0.055
C8 0.17859 -0.61947 5.02499  -0.467
C9 -1.29802 -0.96957 4.96482  -0.049
O3 0.79916 -1.57602 5.91991  -0.069
H17 0.84740 -1.81111 3.32928  0.075
H18 1.98580 -0.63495 3.75621  0.080
H19 0.48102 -0.14284 2.93469  0.053
H20 0.40635 0.40332 5.34606  0.130
H21 -1.80514 -0.72451 5.89841  0.076
H22 -1.41906 -2.02450 4.72003  0.083
H23 -1.80499 -0.43439 4.15303  0.069
H24 0.41039 -1.45698 6.79244  0.076
C10 2.01759 -2.78495 -3.49642  -0.161
O4 2.56007 -3.39893 -4.65194  -0.121
H25 2.39811 -1.76973 -3.37419  0.077
H26 0.95804 -2.51576 -3.61934  0.057
H27 2.15286 -3.41360 -2.61705  0.072
H28 2.18142 -4.27600 -4.73966  0.070
C11 3.83087 2.63366 -2.83272  -0.153
O5 4.04298 3.34079 -4.06044  -0.123
H29 3.30276 1.70941 -3.06458  0.077
H30 4.74355 2.39794 -2.28311  0.073
H31 3.19299 3.21687 -2.16605  0.058
H32 4.95470 3.64101 -4.04251  0.061
C12 -0.14101 -0.85987 -5.76334  -0.164
O6 0.11676 0.33966 -5.05539  -0.128
H33 -0.77456 -1.57081 -5.22099  0.058
H34 -0.72993 -0.63593 -6.65510  0.074
H35 0.80717 -1.33726 -6.02475  0.072
H36 0.19656 0.15486 -4.11259  0.043
C13 -0.43878 3.53641 3.99491  -0.162
O7 -1.20366 2.49150 3.42446  -0.134
H37 -1.02645 3.85402 4.85987  0.079
H38 0.55610 3.20475 4.28095  0.050
H39 -0.37681 4.42689 3.35687  0.067
H40 -0.69044 2.01290 2.75311  0.025
C14 -1.13128 4.69959 0.25959  -0.154
O8 -2.31709 5.18966 0.87600  -0.119
H41 -0.76585 5.38699 -0.50959  0.079
H42 -0.38919 4.71014 1.06062  0.064
H43 -1.18054 3.68188 -0.12044  0.052
H44 -3.06201 4.94870 0.31657  0.069
C15 -3.56051 0.22810 -3.04826  -0.141
O9 -4.44748 -0.88841 -3.16315  -0.126
H45 -3.28198 0.64521 -4.02071  0.092
H46 -3.99008 1.04709 -2.46689  0.076
H47 -2.64698 -0.11425 -2.57167  0.056
H48 -5.24619 -0.61057 -3.61774  0.086
C16 -3.43941 0.68177 1.11359  -0.162
O10 -4.44813 0.30083 2.04111  -0.122
H49 -3.55019 1.68849 0.70533  0.084
H50 -2.46791 0.57338 1.60576  0.053
H51 -3.42047 -0.02678 0.28570  0.064
H52 -4.57409 1.02106 2.66388  0.073
C17 -3.04991 -2.91476 1.48102  -0.116
O11 -1.75118 -3.10264 0.91043  -0.154
H53 -3.73707 -2.42561 0.78734  0.072
H54 -3.37608 -3.91648 1.74995  0.083
H55 -2.98530 -2.27956 2.36757  0.070
H56 -1.33296 -2.23713 0.79807  0.033
C18 -1.97020 -2.91389 -2.35083  -0.164
O12 -2.32411 -2.66364 -3.69366  -0.139
H57 -1.28735 -3.76364 -2.33628  0.071
H58 -1.48968 -2.06595 -1.85219  0.056
H59 -2.82942 -3.21128 -1.74033  0.077
H60 -3.08922 -2.06333 -3.71843  0.034
C19 -1.33280 3.35946 -3.33347  -0.139
O13 -2.43279 2.83350 -2.59487  -0.159
H61 -1.73480 4.21013 -3.88827  0.077
H62 -0.51211 3.70615 -2.69969  0.064
H63 -0.92582 2.62325 -4.03462  0.068
H64 -2.07221 2.22559 -1.92997  0.022

Record 2
ORCA calculation (the ωB97M-V functional and the def2-TZVPD basis) on a structure of composition C19H64B2N10NiO7 in a non-equilibrium geometry.

Computed properties:
- Multiplicity: 3

Each line ends with the Löwdin spin population.
Positions of all 103 atoms, in Å:
Ni1 26.90050 15.24251 -25.03494  1.008
B1 26.57705 12.14393 -26.89659  0.366
H1 25.60765 11.98229 -27.34197  0.188
H2 26.99210 12.99188 -27.41905  0.068
H3 26.38806 12.33129 -25.85092  0.105
H4 27.16375 11.24225 -26.98016  0.032
B2 23.30370 15.22611 -24.45652  0.114
H5 22.25762 15.48976 -24.47758  0.045
H6 23.80629 15.93134 -23.81287  0.004
H7 23.40543 14.18745 -24.18253  0.005
H8 23.67655 15.34156 -25.46245  0.065
C1 28.25316 15.50300 -19.29892  0.000
C2 27.70602 15.96357 -20.61318  0.000
C3 28.48212 17.08605 -21.26584  0.000
O1 27.87213 17.33085 -22.51379  -0.001
C4 27.44493 18.71415 -22.66956  0.000
N1 27.47302 14.90242 -21.65636  0.002
H9 28.13643 16.28890 -18.55271  0.000
H10 29.25793 15.08885 -19.38279  0.000
H11 27.62238 14.73509 -18.85114  0.000
H12 26.63974 16.16152 -20.50383  0.000
H13 29.52974 16.80570 -21.37532  0.000
H14 28.55017 17.95644 -20.61323  0.000
H15 27.01381 18.80025 -23.66696  0.000
H16 28.27823 19.39411 -22.49244  0.000
H17 26.66787 18.94176 -21.93985  0.000
H18 26.70300 14.28434 -21.44393  0.000
H19 28.19427 14.20613 -21.53348  0.000
C5 20.45335 16.65517 -18.77618  0.000
C6 21.65121 15.71145 -18.87760  0.000
C7 22.18976 15.33512 -17.55393  0.000
O2 22.54525 16.46953 -16.74641  0.000
C8 23.31539 16.27983 -15.58896  0.000
N2 21.22993 14.65106 -19.73431  0.000
H20 20.76086 17.58540 -18.29846  0.000
H21 19.67883 16.20921 -18.15221  0.000
H22 20.02780 16.91537 -19.74536  0.000
H23 22.42197 16.15951 -19.50472  0.000
H24 23.10894 14.77303 -17.71901  0.000
H25 21.48607 14.65048 -17.08044  0.000
H26 24.11331 15.53773 -15.61572  0.000
H27 22.61733 15.91193 -14.83698  0.000
H28 23.68508 17.28496 -15.38614  0.000
H29 20.25523 14.91034 -19.78742  0.000
H30 21.52705 14.92893 -20.65876  0.000
C9 25.44267 19.29190 -30.05451  0.000
C10 25.03047 17.95975 -29.42014  0.000
C11 24.66719 17.02987 -30.66657  0.000
O3 23.45577 17.43184 -31.16776  0.000
C12 22.94918 16.53218 -32.15966  0.000
N3 26.13528 17.36450 -28.68726  -0.001
H31 24.61245 19.72769 -30.61031  0.000
H32 26.37294 19.26425 -30.62190  0.000
H33 25.55602 19.96330 -29.20334  0.000
H34 24.16508 17.97368 -28.75755  0.000
H35 24.45692 16.09483 -30.14735  0.000
H36 25.48188 16.85387 -31.36900  0.000
H37 21.89726 16.26669 -32.05440  0.000
H38 23.42036 15.56365 -31.99220  0.000
H39 23.20469 16.74482 -33.19773  0.000
H40 26.79524 18.12310 -28.78260  0.000
H41 26.57258 16.64878 -29.24994  0.000
C13 20.64035 10.45300 -30.43609  0.000
C14 20.31757 11.52681 -29.46060  0.000
C15 18.78017 11.83717 -29.37689  0.000
O4 18.33526 12.50804 -30.57065  0.000
C16 17.42950 13.53503 -30.28103  0.000
N4 20.87740 11.04181 -28.25490  0.000
H42 20.20393 10.71884 -31.39889  0.000
H43 20.05049 9.60083 -30.09848  0.000
H44 21.69721 10.21320 -30.55289  0.000
H45 20.87939 12.41027 -29.76385  0.000
H46 18.71722 12.43981 -28.47083  0.000
H47 18.16290 10.95144 -29.22665  0.000
H48 16.51114 13.03445 -29.97421  0.000
H49 17.05627 14.10389 -31.13262  0.000
H50 17.81669 14.26929 -29.57460  0.000
H51 21.85992 11.12500 -28.47359  0.000
H52 20.80180 11.79632 -27.58775  0.000
C17 23.49042 9.27150 -20.38609  0.000
O5 23.94963 8.14233 -20.26687  0.000
N5 22.70431 9.85598 -19.54400  0.000
N6 23.57857 10.08150 -21.41987  0.000
H53 22.39141 10.79148 -19.76088  0.000
H54 22.42269 9.33739 -18.72434  0.000
H55 23.19165 11.01436 -21.43250  0.000
H56 24.07637 9.70693 -22.21484  0.000
C18 19.51437 19.46244 -28.35451  0.000
O6 18.95732 20.31783 -27.64994  0.000
N7 19.80670 19.64156 -29.57756  0.000
N8 19.88756 18.35729 -27.90355  0.000
H57 19.53715 20.52665 -29.98259  0.000
H58 20.33762 18.93974 -30.07321  0.000
H59 19.62963 18.11324 -26.95801  0.000
H60 20.41278 17.66827 -28.42266  0.000
C19 21.35994 21.87459 -22.72114  0.000
O7 21.78114 22.07918 -21.58739  0.000
N9 21.69691 20.85499 -23.49330  0.000
N10 20.47080 22.67133 -23.24532  0.000
H61 21.31626 21.01233 -24.41550  0.000
H62 22.30611 20.10017 -23.21185  0.000
H63 20.06795 23.35686 -22.62254  0.000
H64 19.93275 22.29287 -24.01172  0.000

Computed values of total energy (unit: a.u.) for the preceding records, in sequence: -4575.47257, -3393.94458.